This record from OMol25 describes 8 unconnected molecules or ions with the total composition C43H85N3O15PS8 at a distorted geometry. The level of theory is the ωB97M-V functional and the def2-TZVPD basis.

- Frontier orbital gap: 7.2 eV
- Calculated total energy: -177112.13015 eV
- Net charge: +1
- HOMO: -11.463 eV
- Strongest force on any atom: 2.94 eV/A
- LUMO energy: -4.305 eV

Last columns: bonded neighbours and bond lengths (Å).
Geometry (Å):
1 C -1.09 -3.70 1.66  C2 1.524, H22 1.087, H23 1.093, H24 1.091
2 C 0.29 -3.16 1.98  C1 1.524, C3 1.535, H25 1.088, H26 1.081
3 C 0.86 -2.33 0.82  C2 1.535, C4 1.537, H27 1.091, H28 1.087
4 C 1.41 -3.27 -0.25  C3 1.537, C5 1.548, H29 1.087, H30 1.094
5 C 1.41 -2.76 -1.72  C4 1.548, C6 1.491, H31 1.088, H32 1.086
6 C -0.01 -2.61 -2.16  C5 1.491, C7 1.385, C19 1.374
7 C -0.55 -1.33 -2.22  C6 1.385, N8 1.309, H33 1.078
8 N -1.80 -1.13 -2.56  C7 1.309, N9 1.310
9 N -2.52 -2.18 -2.86  N8 1.310, C10 1.493, C17 1.337
10 C -3.93 -1.86 -3.19  N9 1.493, C11 1.549, H34 1.083, H35 1.082
11 C -4.85 -2.16 -1.98  C10 1.549, C12 1.537, H36 1.084, H37 1.091
12 C -5.80 -1.01 -1.60  C11 1.537, C13 1.537, H38 1.091, H39 1.088
13 C -7.28 -1.27 -1.91  C12 1.537, C14 1.511, H40 1.090, H41 1.087
14 C -7.80 -2.58 -1.36  C13 1.511, O15 1.420, H42 1.094, H43 1.095
15 O -9.20 -2.65 -1.62  C14 1.420, C16 1.423
16 C -9.90 -3.23 -0.52  O15 1.423, H44 1.091, H45 1.091, H46 1.085
17 C -2.10 -3.45 -2.87  N9 1.337, S18 1.773, C19 1.402
18 S -3.14 -4.79 -3.39  C17 1.773, H47 1.343
19 C -0.77 -3.70 -2.50  C6 1.374, C17 1.402, P20 1.845
20 P -0.13 -5.43 -2.42  C19 1.845, N21 1.573, H48 1.404, H49 1.413
21 N -1.03 -6.30 -1.48  P20 1.573, H50 1.010
22 H -1.60 -4.00 2.57  C1 1.087
23 H -1.05 -4.58 1.00  C1 1.093
24 H -1.72 -2.93 1.21  C1 1.091
25 H 0.99 -3.96 2.21  C2 1.088
26 H 0.20 -2.49 2.82  C2 1.081
27 H 0.05 -1.68 0.47  C3 1.091
28 H 1.66 -1.67 1.15  C3 1.087
29 H 2.43 -3.54 0.00  C4 1.087
30 H 0.79 -4.17 -0.21  C4 1.094
31 H 1.82 -3.57 -2.31  C5 1.088
32 H 1.99 -1.86 -1.85  C5 1.086
33 H 0.04 -0.47 -1.97  C7 1.078
34 H -4.23 -2.36 -4.10  C10 1.083
35 H -3.98 -0.79 -3.39  C10 1.082
36 H -5.37 -3.09 -2.18  C11 1.084
37 H -4.21 -2.37 -1.12  C11 1.091
38 H -5.73 -0.89 -0.52  C12 1.091
39 H -5.49 -0.06 -2.03  C12 1.088
40 H -7.43 -1.23 -2.99  C13 1.090
41 H -7.86 -0.48 -1.43  C13 1.087
42 H -7.58 -2.69 -0.29  C14 1.094
43 H -7.36 -3.45 -1.86  C14 1.095
44 H -9.92 -2.52 0.30  C16 1.091
45 H -9.48 -4.19 -0.22  C16 1.091
46 H -10.92 -3.40 -0.86  C16 1.085
47 H -3.87 -4.91 -2.27  S18 1.343
48 H 1.18 -5.48 -1.90  P20 1.404
49 H -0.17 -5.98 -3.72  P20 1.413
50 H -1.78 -5.75 -1.07  N21 1.010
51 C -3.24 1.35 0.93  C52 1.533, C57 1.525, H58 1.090, H59 1.094
52 C -2.90 2.45 1.95  C51 1.533, C53 1.531, H60 1.084, H61 1.086
53 C -1.84 1.88 2.89  C52 1.531, S54 1.795, H62 1.087, H63 1.089
54 S -0.93 0.66 1.95  C53 1.795, O55 1.441, O56 1.440, C57 1.789
55 O -1.15 -0.65 2.52  S54 1.441
56 O 0.41 1.12 1.68  S54 1.440
57 C -1.90 0.80 0.46  C51 1.525, S54 1.789, H64 1.083, H65 1.091
58 H -3.83 1.74 0.10  C51 1.090
59 H -3.82 0.56 1.42  C51 1.094
60 H -2.51 3.31 1.43  C52 1.084
61 H -3.78 2.77 2.50  C52 1.086
62 H -1.15 2.65 3.24  C53 1.087
63 H -2.28 1.37 3.75  C53 1.089
64 H -1.98 -0.17 -0.02  C57 1.083
65 H -1.40 1.51 -0.20  C57 1.091
66 C 4.60 2.57 2.64  C67 1.537, C72 1.525, H73 1.090, H74 1.085
67 C 5.66 2.59 1.52  C66 1.537, C68 1.532, H75 1.093, H76 1.087
68 C 5.81 1.15 1.01  C67 1.532, S69 1.797, H77 1.087, H78 1.089
69 S 4.23 0.34 1.32  C68 1.797, O70 1.441, O71 1.450, C72 1.787
70 O 4.42 -0.71 2.29  S69 1.441
71 O 3.58 0.07 0.05  S69 1.450
72 C 3.44 1.73 2.11  C66 1.525, S69 1.787, H79 1.086, H80 1.089
73 H 4.28 3.58 2.91  C66 1.090
74 H 5.02 2.10 3.53  C66 1.085
75 H 5.30 3.23 0.71  C67 1.093
76 H 6.61 2.98 1.85  C67 1.087
77 H 6.02 1.11 -0.05  C68 1.087
78 H 6.58 0.61 1.56  C68 1.089
79 H 2.77 1.37 2.89  C72 1.086
80 H 2.88 2.27 1.35  C72 1.089
81 C -2.59 8.40 3.19  C82 1.535, C87 1.525, H88 1.089, H89 1.093
82 C -1.49 8.46 2.12  C81 1.535, C83 1.531, H90 1.086, H91 1.090
83 C -1.25 7.02 1.63  C82 1.531, S84 1.795, H92 1.088, H93 1.089
84 S -2.81 6.16 1.85  C83 1.795, O85 1.446, O86 1.444, C87 1.787
85 O -2.62 5.13 2.85  S84 1.446
86 O -3.39 5.85 0.57  S84 1.444
87 C -3.69 7.52 2.61  C81 1.525, S84 1.787, H94 1.088, H95 1.090
88 H -2.97 9.39 3.43  C81 1.089
89 H -2.20 7.95 4.11  C81 1.093
90 H -1.82 9.07 1.29  C82 1.086
91 H -0.57 8.90 2.51  C82 1.090
92 H -0.98 6.99 0.58  C83 1.088
93 H -0.50 6.51 2.23  C83 1.089
94 H -4.38 7.13 3.35  C87 1.088
95 H -4.23 8.03 1.81  C87 1.090
96 C -1.95 11.97 -3.35  C97 1.534, C102 1.526, H103 1.089, H104 1.092
97 C -0.54 11.37 -3.47  C96 1.534, C98 1.534, H105 1.092, H106 1.089
98 C -0.04 11.09 -2.05  C97 1.534, S99 1.797, H107 1.087, H108 1.088
99 S -1.51 10.79 -1.05  C98 1.797, O100 1.439, O101 1.446, C102 1.788
100 O -1.62 11.84 -0.07  S99 1.439
101 O -1.56 9.40 -0.66  S99 1.446
102 C -2.70 11.09 -2.35  C96 1.526, S99 1.788, H109 1.088, H110 1.090
103 H -2.46 12.01 -4.31  C96 1.089
104 H -1.88 12.99 -2.96  C96 1.092
105 H -0.60 10.44 -4.03  C97 1.092
106 H 0.14 12.04 -4.00  C97 1.089
107 H 0.60 10.21 -2.00  C98 1.087
108 H 0.48 11.94 -1.62  C98 1.088
109 H -3.58 11.56 -1.93  C102 1.088
110 H -2.95 10.13 -2.79  C102 1.090
111 C 9.03 4.49 5.60  C112 1.535, C117 1.526, H118 1.089, H119 1.092
112 C 10.04 3.36 5.88  C111 1.535, C113 1.534, H120 1.092, H121 1.089
113 C 9.34 2.03 5.56  C112 1.534, S114 1.796, H122 1.087, H123 1.088
114 S 8.12 2.40 4.30  C113 1.796, O115 1.440, O116 1.442, C117 1.790
115 O 6.81 2.17 4.85  S114 1.440
116 O 8.53 1.81 3.05  S114 1.442
117 C 8.42 4.16 4.24  C111 1.526, S114 1.790, H124 1.088, H125 1.090
118 H 9.51 5.46 5.60  C111 1.089
119 H 8.25 4.49 6.37  C111 1.092
120 H 10.91 3.49 5.24  C112 1.092
121 H 10.38 3.38 6.91  C112 1.089
122 H 10.04 1.29 5.17  C113 1.087
123 H 8.82 1.63 6.42  C113 1.088
124 H 7.48 4.68 4.05  C117 1.088
125 H 9.13 4.35 3.43  C117 1.090
126 C 1.93 -6.17 -6.12  C127 1.536, C132 1.525, H133 1.091, H134 1.093
127 C 0.59 -6.78 -6.55  C126 1.536, C128 1.533, H135 1.093, H136 1.091
128 C 0.71 -7.15 -8.03  C127 1.533, S129 1.800, H137 1.087, H138 1.088
129 S 2.46 -7.49 -8.33  C128 1.800, O130 1.437, O131 1.436, C132 1.792
130 O 2.96 -6.49 -9.23  S129 1.437
131 O 2.64 -8.89 -8.57  S129 1.436
132 C 3.01 -7.09 -6.67  C126 1.525, S129 1.792, H139 1.087, H140 1.090
133 H 2.01 -6.07 -5.04  C126 1.091
134 H 2.04 -5.17 -6.56  C126 1.093
135 H 0.40 -7.68 -5.96  C127 1.093
136 H -0.24 -6.10 -6.39  C127 1.091
137 H 0.14 -8.04 -8.28  C128 1.087
138 H 0.42 -6.33 -8.68  C128 1.088
139 H 4.00 -6.64 -6.72  C132 1.087
140 H 3.06 -8.03 -6.11  C132 1.090
141 C -0.44 -7.92 1.62  C142 1.534, C147 1.525, H148 1.088, H149 1.093
142 C 1.02 -8.40 1.66  C141 1.534, C143 1.535, H150 1.092, H151 1.090
143 C 1.43 -8.50 3.14  C142 1.535, S144 1.799, H152 1.087, H153 1.088
144 S -0.08 -8.83 4.06  C143 1.799, O145 1.440, O146 1.438, C147 1.790
145 O -0.35 -7.70 4.91  S144 1.440
146 O -0.04 -10.17 4.58  S144 1.438
147 C -1.18 -8.77 2.65  C141 1.525, S144 1.790, H154 1.087, H155 1.090
148 H -0.87 -8.03 0.63  C141 1.088
149 H -0.48 -6.87 1.90  C141 1.093
150 H 1.09 -9.39 1.20  C142 1.092
151 H 1.68 -7.73 1.11  C142 1.090
152 H 2.14 -9.31 3.32  C143 1.087
153 H 1.85 -7.56 3.50  C143 1.088
154 H -2.13 -8.34 2.96  C147 1.087
155 H -1.32 -9.79 2.30  C147 1.090